Computed, not measured: the ion C4H10BN3O2P with charge +1 at a distorted geometry, with ωB97M-V with the def2-TZVPD basis set.

Geometry as XYZ:
```
21
Properties=species:S:1:pos:R:3:forces:R:3
C -1.694 -1.666 2.800 0.601 0.668 -0.855
B -0.402 -1.977 1.843 -0.484 -2.067 2.330
O 0.484 -3.088 2.108 -0.822 3.273 -0.532
N -0.172 -1.010 0.700 2.882 -0.159 -0.309
C 1.055 -0.538 0.165 -4.984 1.162 -1.557
N 0.576 0.358 -0.835 -2.334 -0.516 1.683
P 1.516 1.405 -1.939 2.606 1.004 -0.886
C 0.218 2.097 -3.134 -1.098 -0.186 1.647
O 2.041 2.706 -0.976 -1.216 -1.363 -0.654
C -0.866 0.358 -0.832 0.304 -3.041 3.463
N -1.322 -0.540 0.161 2.963 3.350 -3.504
H -1.455 -1.969 3.865 -0.498 0.195 -1.321
H -1.894 -0.535 2.745 0.130 -1.657 0.251
H -2.632 -2.175 2.400 1.175 0.504 0.678
H 1.271 -2.704 2.550 -0.178 -0.772 -0.227
H 2.114 -0.796 0.448 -1.540 0.349 -0.462
H -0.589 2.669 -2.547 1.244 -0.423 -1.127
H -0.308 1.186 -3.584 0.976 1.238 0.300
H 0.746 2.737 -3.903 -0.640 -0.850 0.988
H 2.926 2.541 -0.592 -0.566 -0.013 -0.520
H -1.613 0.941 -1.442 1.481 -0.695 0.614
```
Forces are in eV/Å.

Results
Total charge ... +1
DFT total energy ... -839.14852 hartree
HOMO-LUMO gap ... 0.315 Ha
LUMO ... -4.62 eV

Atom-resolved charges from Mulliken, all expressed in e: number 1, C, carries -0.80; number 2, B, carries 0.20; number 3, O, carries -0.45; number 4, N, carries 0.57; number 5, C, carries -0.05; number 6, N, carries 0.15; number 7, P, carries 0.15; number 8, C, carries -0.91; number 9, O, carries -0.48; number 10, C, carries -0.12; number 11, N, carries -0.55; number 12, H, carries 0.26; number 13, H, carries 0.32; number 14, H, carries 0.31; number 15, H, carries 0.32; number 16, H, carries 0.35; number 17, H, carries 0.30; number 18, H, carries 0.36; number 19, H, carries 0.33; number 20, H, carries 0.36; number 21, H, carries 0.39

---

Computed, not measured: a cluster of 2 separate species, C9H16 in total at a distorted geometry, with ωB97M-V with the def2-TZVPD basis set.

Geometry as XYZ:
```
25
Properties=species:S:1:pos:R:3:forces:R:3
C 1.184 0.454 -0.334 0.253 0.008 -0.009
C 1.165 1.359 0.911 0.036 -0.116 -0.158
C 2.633 0.081 -0.683 -0.166 0.119 0.034
C 0.537 1.197 -1.516 0.100 -0.114 0.135
C 0.390 -0.782 -0.044 -1.450 0.965 0.251
C 0.464 -2.054 0.010 -1.424 -0.738 0.281
H 1.610 0.851 1.767 0.009 -0.006 -0.002
H 0.143 1.635 1.176 -0.032 0.002 -0.012
H 1.727 2.275 0.720 0.001 0.010 -0.007
H 2.664 -0.561 -1.564 -0.008 -0.016 -0.007
H 3.214 0.982 -0.894 0.017 -0.008 -0.002
H 3.107 -0.446 0.145 -0.001 -0.014 0.012
H -0.494 1.470 -1.287 -0.022 0.003 0.024
H 1.091 2.111 -1.737 0.009 0.007 0.010
H 0.530 0.571 -2.410 0.007 -0.008 -0.002
H 1.226 -2.798 -0.129 0.061 -0.059 -0.029
C -2.990 0.399 0.746 0.310 0.389 -0.066
C -2.244 -0.867 0.643 -0.598 -1.826 0.324
C -2.169 -2.109 0.723 -0.668 1.574 -0.109
H -0.831 -0.506 0.248 1.591 -0.030 -0.418
H -2.529 1.054 1.491 -0.064 -0.012 -0.029
H -2.970 0.935 -0.206 -0.026 -0.002 0.027
H -4.031 0.230 1.027 0.106 -0.085 -0.014
H -0.740 -2.453 0.297 1.715 0.177 -0.233
H -2.686 -3.028 0.900 0.243 -0.218 -0.001
```
Forces are in eV/Å.

Results
Total charge ... 0
DFT total energy ... -352.34608 hartree
HOMO-LUMO gap ... 0.353 Ha
LUMO ... 0.86 eV

Atom-resolved charges from Mulliken, all expressed in e: number 1, C, carries 2.25; number 2, C, carries -1.47; number 3, C, carries -1.83; number 4, C, carries -1.48; number 5, C, carries -0.49; number 6, C, carries -0.65; number 7, H, carries 0.39; number 8, H, carries 0.30; number 9, H, carries 0.40; number 10, H, carries 0.39; number 11, H, carries 0.43; number 12, H, carries 0.39; number 13, H, carries 0.31; number 14, H, carries 0.40; number 15, H, carries 0.39; number 16, H, carries 0.40; number 17, C, carries -1.03; number 18, C, carries 0.00; number 19, C, carries -0.65; number 20, H, carries 0.08; number 21, H, carries 0.25; number 22, H, carries 0.26; number 23, H, carries 0.33; number 24, H, carries 0.21; number 25, H, carries 0.43

---

Computed, not measured: an isolated molecule of HI2OP at a distorted geometry, with ωB97M-V with the def2-TZVPD basis set.

Geometry as XYZ:
```
5
Properties=species:S:1:pos:R:3:forces:R:3
O 0.951 0.536 -0.241 0.998 0.474 -0.707
P -0.226 0.093 0.739 -0.707 1.246 0.281
I -0.533 -2.413 -0.193 0.018 -1.738 -0.319
I -2.098 1.312 -0.239 0.335 0.142 0.414
H 1.906 0.473 -0.066 -0.645 -0.125 0.330
```
Forces are in eV/Å.

Results
Total charge ... 0
⟨S²⟩ ... 2.0075
DFT total energy ... -1012.52222 hartree
HOMO-LUMO gap (alpha / beta) ... 0.236 / 0.214 Ha
Spin multiplicity ... 3
LUMO (alpha / beta) ... -0.11 / -3.52 eV

Atom-resolved charges from Mulliken, all expressed in e: number 1, O, carries -0.40; number 2, P, carries 0.09; number 3, I, carries -0.06; number 4, I, carries 0.01; number 5, H, carries 0.36

---

Computed, not measured: a structure of composition C12H7Br2FeN3O2S at a distorted geometry, with ωB97M-V with the def2-TZVPD basis set.

Geometry as XYZ:
```
28
Properties=species:S:1:pos:R:3:forces:R:3
Fe 1.575 0.023 0.515 3.419 1.626 1.156
Br 0.350 -4.285 -1.224 -1.657 0.733 0.259
C -0.862 -2.843 -0.771 0.737 1.901 0.602
C -2.285 -2.812 -1.058 3.209 -0.416 1.184
C -3.277 -1.829 -0.995 1.033 5.194 0.048
Br -5.033 -2.206 -1.316 -0.795 -0.708 0.040
C -2.985 -0.355 -0.920 -0.439 -3.011 0.589
C -3.874 0.704 -0.469 1.850 -3.020 -1.297
C -3.566 1.871 0.033 3.505 5.061 0.466
C -2.133 2.488 0.327 -2.339 -3.136 1.329
N -1.139 1.638 0.452 -0.275 1.044 -0.298
C -1.120 0.409 -0.021 0.185 -1.211 -1.399
C 0.071 -1.719 -0.131 -0.272 -0.050 -1.367
O 1.373 -1.778 -0.141 -3.107 -1.148 -0.104
H -2.706 -3.773 -1.230 0.065 -0.867 -0.531
H -4.876 0.446 -0.507 -1.899 -0.412 -0.088
H -4.335 2.612 0.135 -0.428 0.033 0.487
H -1.959 3.425 0.920 -0.585 -0.447 -1.403
O -1.647 -0.087 -1.186 -1.391 1.583 0.029
N -0.302 -0.464 0.477 0.844 -2.281 0.620
S 5.742 2.286 1.334 -0.564 1.511 -0.583
C 6.010 0.683 0.838 2.250 0.726 0.615
C 4.844 0.118 0.791 -7.180 -6.688 -3.455
N 3.634 0.802 0.906 2.035 5.371 0.418
C 4.079 2.199 1.103 -4.779 -1.088 0.866
H 7.012 0.302 0.633 -0.507 0.067 0.281
H 4.283 -1.014 0.257 3.338 2.821 1.885
H 3.126 3.159 1.248 3.747 -3.187 -0.346
```
Forces are in eV/Å.

Results
Total charge ... +2
⟨S²⟩ ... 6.2611
DFT total energy ... -7585.28179 hartree
HOMO-LUMO gap (alpha / beta) ... 0.223 / 0.227 Ha
Spin multiplicity ... 5
LUMO (alpha / beta) ... -8.86 / -8.88 eV

Atom-resolved charges from Mulliken, all expressed in e: number 1, Fe, carries 0.67; number 2, Br, carries 0.04; number 3, C, carries -0.18; number 4, C, carries -0.12; number 5, C, carries -0.09; number 6, Br, carries -0.01; number 7, C, carries 0.80; number 8, C, carries -0.18; number 9, C, carries -0.64; number 10, C, carries -0.20; number 11, N, carries -0.39; number 12, C, carries 1.06; number 13, C, carries 1.23; number 14, O, carries -0.69; number 15, H, carries 0.47; number 16, H, carries 0.37; number 17, H, carries 0.39; number 18, H, carries 0.40; number 19, O, carries -0.33; number 20, N, carries -0.90; number 21, S, carries 0.03; number 22, C, carries -0.09; number 23, C, carries -0.27; number 24, N, carries -0.07; number 25, C, carries -0.10; number 26, H, carries 0.40; number 27, H, carries 0.13; number 28, H, carries 0.28